{"formula": "C3H2N2OS", "method": "the ωB97M-V functional and the def2-TZVPD basis", "species": ["S", "O", "N", "N", "C", "C", "C", "H", "H"], "positions_angstrom": [[2.914, -0.322, 0.051], [0.457, -1.323, -0.120], [-0.820, 0.947, 0.044], [-0.935, -1.474, 0.162], [-1.505, -0.353, -0.035], [1.232, -0.252, -0.095], [0.403, 1.023, -0.004], [-2.516, -0.248, -0.023], [0.770, 2.001, 0.021]], "homo_lumo_gap_ev": 8.18, "largest_force_ev_per_a": 5.15, "spin_multiplicity": 1, "homo_ev": -9.209, "smiles": "S=c1cncno1"}

***

{"formula": "C4H9F", "method": "the ωB97M-V functional and the def2-TZVPD basis", "species": ["F", "C", "C", "C", "C", "H", "H", "H", "H", "H", "H", "H", "H", "H"], "positions_angstrom": [[-1.058, -0.530, -1.552], [0.448, 0.044, 0.053], [0.493, -1.204, 0.921], [-0.814, 0.357, -0.461], [0.884, 1.230, 0.893], [1.090, 2.294, 0.373], [0.234, 1.558, 1.781], [1.978, 1.129, 1.101], [-0.555, -1.805, 0.333], [1.026, 0.162, -0.801], [-1.576, 0.090, 0.385], [0.589, -0.780, 2.374], [1.612, -1.923, 0.660], [-0.946, 1.481, -0.672]], "homo_lumo_gap_ev": 12.00, "largest_force_ev_per_a": 5.43, "spin_multiplicity": 1, "homo_ev": -11.121}

***

{"formula": "C22H42LaNP3S2", "method": "the ωB97M-V functional and the def2-TZVPD basis", "species": ["La", "S", "S", "P", "P", "P", "N", "C", "C", "C", "C", "C", "C", "C", "C", "C", "C", "C", "C", "C", "C", "C", "C", "C", "C", "C", "C", "C", "C", "H", "H", "H", "H", "H", "H", "H", "H", "H", "H", "H", "H", "H", "H", "H", "H", "H", "H", "H", "H", "H", "H", "H", "H", "H", "H", "H", "H", "H", "H", "H", "H", "H", "H", "H", "H", "H", "H", "H", "H", "H", "H"], "positions_angstrom": [[0.791, -1.646, -0.183], [1.938, -3.894, 1.069], [-0.051, 1.056, -4.255], [1.694, 1.110, 0.551], [-1.389, 3.408, -2.586], [-1.278, -0.122, 1.725], [0.164, -4.270, 3.005], [2.065, -2.953, 3.651], [-0.418, -4.128, 4.238], [2.725, 2.035, -0.664], [-0.171, -0.190, -3.085], [1.544, -2.905, 4.939], [1.326, -3.599, 2.652], [-0.566, 4.317, -1.270], [1.584, 2.440, 1.820], [-0.595, -2.906, -1.974], [-1.993, 4.580, -3.793], [3.008, 0.042, 1.355], [-0.816, -0.353, 3.482], [0.619, -2.503, -2.608], [1.097, -1.037, -2.696], [0.322, -3.533, 5.238], [1.008, -2.270, -4.357], [-2.846, 2.633, -1.843], [-2.854, -1.053, 1.708], [-1.958, 1.574, 1.873], [1.993, -1.244, -3.901], [-1.376, -0.648, -2.596], [-1.537, -1.877, -1.901], [-1.270, 5.377, -3.918], [-3.575, -0.620, 2.416], [-2.251, -0.068, -2.792], [-3.475, 3.412, -1.377], [-0.311, -4.750, 2.228], [2.798, -0.091, 2.433], [-2.549, 1.914, -1.052], [3.139, -0.952, 0.855], [-2.685, -2.100, 1.981], [2.083, -2.352, 5.697], [-3.293, -1.034, 0.706], [-2.043, 4.095, -4.758], [-0.671, -1.408, 3.712], [2.329, 3.054, -0.790], [-1.304, -4.730, 4.434], [-2.467, 1.896, 0.963], [0.482, 4.418, -1.532], [2.921, -1.761, -3.736], [1.109, 2.073, 2.738], [-0.315, 2.143, -3.336], [-1.592, 0.050, 4.144], [2.707, 1.515, -1.629], [1.339, -3.235, -4.762], [-2.694, 1.634, 2.685], [-1.015, 5.302, -1.180], [0.122, 0.159, 3.706], [2.587, 2.815, 2.085], [1.010, 3.285, 1.411], [3.763, 2.123, -0.312], [-0.766, -3.951, -1.687], [-3.448, 2.105, -2.611], [1.758, -0.513, -1.970], [-0.066, -3.534, 6.248], [3.957, 0.590, 1.259], [-2.975, 4.953, -3.521], [-1.185, 2.315, 2.090], [2.994, -2.451, 3.371], [-0.584, 3.761, -0.335], [-2.458, -2.079, -1.370], [2.194, -0.326, -4.458], [0.278, -1.816, -5.030], [1.392, -3.286, -2.603]], "homo_lumo_gap_ev": [5.61, 5.61], "largest_force_ev_per_a": 4.25, "spin_multiplicity": 1, "homo_ev": [-15.193, -15.192], "total_charge": 3}

***

{"formula": "C26H40AgAsN6O3SSi2", "method": "the ωB97M-V functional and the def2-TZVPD basis", "species": ["Ag", "As", "S", "Si", "Si", "O", "O", "O", "N", "N", "N", "N", "N", "N", "C", "C", "C", "C", "C", "C", "C", "C", "C", "C", "C", "C", "C", "C", "C", "C", "C", "C", "C", "C", "C", "C", "C", "C", "C", "C", "H", "H", "H", "H", "H", "H", "H", "H", "H", "H", "H", "H", "H", "H", "H", "H", "H", "H", "H", "H", "H", "H", "H", "H", "H", "H", "H", "H", "H", "H", "H", "H", "H", "H", "H", "H", "H", "H", "H", "H"], "positions_angstrom": [[0.321, -1.384, -1.023], [-0.318, -1.591, 1.579], [2.781, -1.939, -1.722], [-1.860, 0.000, 2.176], [1.521, -0.918, 2.796], [-0.993, -0.690, -4.177], [-2.394, -3.468, -0.841], [-0.847, -5.784, -0.907], [-3.200, -1.030, -3.899], [4.922, -0.697, -0.807], [3.139, 0.669, -0.897], [-1.627, -1.963, -2.378], [1.844, 0.860, -1.215], [-0.850, 1.240, -1.505], [2.205, 3.205, -0.600], [-0.032, 2.291, -1.437], [-3.425, -0.157, -5.027], [1.316, -1.168, 4.671], [3.352, 3.617, -1.270], [-1.824, 3.785, -2.008], [1.817, 3.892, 0.548], [2.971, -2.033, 2.324], [-3.413, -0.379, 1.166], [3.694, 5.380, 0.334], [-2.401, -0.116, 3.997], [2.556, 4.970, 1.015], [-0.494, 3.590, -1.686], [-1.853, -1.230, -3.488], [-4.231, -1.593, -3.204], [1.390, 2.052, -1.087], [3.576, -0.560, -1.119], [-4.004, -2.389, -2.155], [-2.668, 2.687, -2.073], [1.182, -5.115, 0.266], [4.089, 4.699, -0.810], [-0.036, -6.023, 0.222], [-1.514, 1.856, 1.978], [-2.614, -2.656, -1.747], [2.156, 0.857, 2.630], [-2.122, 1.438, -1.813], [5.243, 0.009, -0.160], [2.741, -3.079, 2.543], [-0.614, -5.912, 1.149], [3.669, 3.067, -2.146], [-2.749, 0.553, -1.832], [3.870, -1.751, 2.885], [-3.720, 2.787, -2.309], [1.818, -5.359, 1.123], [0.932, 3.567, 1.084], [-0.650, 2.154, 2.578], [-3.787, -1.371, 1.430], [0.883, -4.070, 0.355], [-3.185, -0.401, 0.099], [-1.268, -4.906, -0.798], [1.769, -5.221, -0.648], [-1.629, 0.281, 4.662], [-2.937, -0.546, -5.921], [1.047, -2.207, 4.879], [3.073, 0.986, 3.218], [2.386, 1.086, 1.589], [-3.009, 0.834, -4.834], [0.281, -7.071, 0.161], [-2.198, 4.783, -2.204], [-2.382, 2.425, 2.331], [2.255, -0.940, 5.190], [-2.589, -1.153, 4.283], [0.190, 4.426, -1.628], [4.275, 6.220, 0.698], [-4.499, -0.077, -5.201], [3.180, -1.963, 1.254], [-1.317, 2.134, 0.943], [-4.206, 0.357, 1.340], [-4.804, -2.852, -1.596], [4.982, 5.007, -1.343], [1.423, 1.584, 2.989], [2.245, 5.483, 1.917], [-3.316, 0.466, 4.163], [0.532, -0.534, 5.094], [5.182, -1.644, -0.585], [-5.226, -1.354, -3.564]], "homo_lumo_gap_ev": 5.34, "largest_force_ev_per_a": 0.28, "spin_multiplicity": 1, "homo_ev": -0.931, "total_charge": -2}

***

{"formula": "C18H26BN2O4", "method": "the ωB97M-V functional and the def2-TZVPD basis", "species": ["O", "O", "O", "O", "N", "N", "C", "C", "C", "C", "C", "C", "C", "C", "C", "C", "C", "C", "C", "C", "C", "C", "C", "C", "B", "H", "H", "H", "H", "H", "H", "H", "H", "H", "H", "H", "H", "H", "H", "H", "H", "H", "H", "H", "H", "H", "H", "H", "H", "H", "H"], "positions_angstrom": [[2.523, -2.826, 0.273], [-0.511, 1.221, -3.071], [-2.636, 1.881, -2.195], [4.544, -3.485, -0.069], [-1.288, -1.177, 2.793], [3.619, -2.717, -0.262], [-1.662, 2.488, 0.004], [-0.517, 0.998, -1.663], [5.327, -0.444, -2.676], [4.331, 0.496, -2.914], [3.852, -1.606, -1.190], [2.849, -0.679, -1.427], [-0.399, -1.776, 1.916], [-2.569, -0.010, -0.564], [-2.762, -1.202, 2.882], [0.808, -0.538, 3.456], [-3.531, -1.290, 1.520], [3.095, 0.379, -2.295], [-3.505, 0.077, 0.688], [0.954, -1.407, 2.258], [5.090, -1.499, -1.812], [-0.600, -0.438, 3.735], [-1.972, 1.360, -1.041], [-0.857, 2.016, 1.279], [-1.620, 2.203, -3.222], [-3.075, -0.556, -1.404], [-3.103, -0.260, 3.387], [1.890, -1.712, 1.733], [-3.133, -2.113, 0.880], [4.521, 1.325, -3.586], [-2.600, 3.021, 0.298], [5.872, -2.225, -1.631], [-0.220, -0.092, -1.615], [-1.585, 1.919, 2.122], [-1.024, 3.245, -0.522], [-0.773, -2.403, 1.085], [-1.089, 0.117, 4.555], [0.315, 1.503, -1.097], [-4.609, -1.527, 1.730], [-1.997, 2.163, -4.366], [-4.554, 0.180, 0.296], [-1.702, -0.662, -0.273], [2.321, 1.113, -2.487], [-3.067, -2.037, 3.574], [-0.157, 2.841, 1.572], [-0.249, 1.096, 1.116], [1.883, -0.763, -0.950], [-3.292, 0.930, 1.369], [1.630, -0.058, 4.015], [6.289, -0.350, -3.164], [-1.055, 3.279, -3.044]], "homo_lumo_gap_ev": 5.24, "largest_force_ev_per_a": 2.84, "spin_multiplicity": 1, "homo_ev": -3.693, "total_charge": -1}